93
Properties=species:S:1:pos:R:3 method="wB97M-V/def2-TZVPD" total_charge=+2 lumo_ev=-5.04 homo_ev=-11.55
Mg -0.229 -0.129 -0.398
C 1.057 -1.172 2.123
C 2.490 -1.205 1.598
C 2.815 -0.910 0.151
C 4.029 -1.380 -0.345
C 4.444 -1.011 -1.609
C 3.645 -0.156 -2.352
C 2.448 0.253 -1.803
N 2.020 -0.126 -0.589
N 0.240 0.003 1.760
C 0.952 1.256 2.068
C 0.256 2.454 1.510
C 0.144 3.607 2.165
C -0.354 4.820 1.518
C -0.698 4.807 0.236
C -0.664 3.543 -0.556
N -0.131 2.305 0.135
C -1.029 -0.064 2.500
C -1.944 -1.115 1.925
C -2.831 -1.829 2.717
C -3.676 -2.747 2.116
C -3.605 -2.934 0.742
C -2.683 -2.195 0.026
N -1.874 -1.298 0.600
H 1.127 -1.238 3.217
H 0.504 -2.054 1.803
H 2.882 -2.195 1.841
H 3.097 -0.518 2.195
H 4.646 -2.019 0.272
H 5.387 -1.369 -2.002
H 3.939 0.187 -3.334
H 1.792 0.917 -2.353
H 1.930 1.202 1.589
H 1.106 1.375 3.147
H 0.492 3.668 3.188
H -0.396 5.736 2.090
H -1.038 5.696 -0.277
H -0.208 3.689 -1.538
H -1.520 0.908 2.420
H -0.853 -0.257 3.565
H -2.853 -1.669 3.786
H -4.375 -3.317 2.712
H -4.240 -3.648 0.237
H -2.577 -2.317 -1.045
C 2.413 -7.062 -12.195
O 1.779 -5.802 -12.013
C 1.600 -5.352 -10.763
C 0.969 -4.107 -10.644
C 0.741 -3.560 -9.407
C 1.133 -4.236 -8.243
C 1.763 -5.469 -8.370
C 1.999 -6.032 -9.613
C 0.872 -3.621 -6.951
N 0.407 -2.400 -6.772
C 0.315 -2.240 -5.424
C 0.731 -3.372 -4.757
N 1.092 -4.247 -5.749
C 0.727 -3.477 -3.340
C 1.111 -4.616 -2.616
C 1.039 -4.595 -1.248
C 0.604 -3.430 -0.615
N 0.254 -2.333 -1.263
C 0.293 -2.345 -2.610
C -0.157 -1.149 -3.303
N -0.586 -0.101 -2.558
C -1.029 0.978 -3.189
C -1.061 1.105 -4.578
C -0.612 0.061 -5.346
C -0.152 -1.097 -4.708
H 2.446 -7.226 -13.267
H 1.840 -7.862 -11.722
H 3.430 -7.050 -11.798
H 0.668 -3.597 -11.549
H 0.253 -2.600 -9.315
H 2.101 -6.018 -7.498
H 2.495 -6.989 -9.676
H 1.422 -5.190 -5.641
H 1.450 -5.505 -3.132
H 1.312 -5.458 -0.657
H 0.540 -3.408 0.464
H -1.383 1.790 -2.574
H -1.436 2.016 -5.023
H -0.606 0.101 -6.428
N -4.151 1.100 -0.441
C -4.156 2.286 -1.072
N -5.289 2.698 -1.649
N -3.104 3.089 -1.175
C -1.954 2.769 -0.609
N -1.488 1.709 0.026
H -5.001 0.581 -0.305
H -3.312 0.796 0.029
H -6.148 2.180 -1.602
H -5.293 3.613 -2.067


88
Properties=species:S:1:pos:R:3 method="wB97M-V/def2-TZVPD" total_charge=+1 de_lowest_kcal_mol=41.4 lumo_ev=-3.30 homo_ev=-9.71
Sn 1.102 -0.434 2.083
N 0.542 -3.921 -0.907
C 0.289 -2.679 -0.284
N 0.914 -2.527 0.975
C 2.038 -3.207 1.219
N 2.580 -3.192 2.431
N 2.052 -2.286 3.221
C 2.101 -2.359 4.509
C 1.332 -1.391 5.235
C 1.348 -1.333 6.634
C 0.515 -0.452 7.286
C -0.332 0.357 6.533
C -0.277 0.261 5.156
N 0.529 -0.577 4.518
C 2.624 -4.080 0.221
C 3.914 -4.594 0.328
C 4.375 -5.490 -0.613
C 3.548 -5.888 -1.657
C 2.276 -5.370 -1.796
C 1.809 -4.447 -0.864
H -0.029 -4.152 -1.707
H -0.784 -2.541 -0.169
H 2.593 -3.177 5.025
H 2.012 -1.981 7.180
H 0.506 -0.396 8.363
H -1.016 1.040 7.008
H -0.907 0.873 4.527
H 4.530 -4.287 1.158
H 5.373 -5.892 -0.536
H 3.907 -6.611 -2.372
H 1.649 -5.673 -2.623
N 0.989 2.391 3.192
C -0.221 3.154 3.184
C -0.439 4.171 4.104
C -1.601 4.922 4.061
C -2.563 4.655 3.100
C -2.367 3.627 2.196
C -1.203 2.868 2.234
P -0.860 1.529 1.039
C -2.492 1.013 0.428
C -3.538 0.795 1.322
C -4.746 0.296 0.870
C -4.914 -0.015 -0.471
C -3.862 0.156 -1.357
C -2.651 0.653 -0.909
C -0.154 2.611 -0.266
C 1.230 2.757 -0.279
C 1.840 3.616 -1.173
C 1.072 4.321 -2.086
C -0.305 4.173 -2.084
C -0.923 3.338 -1.168
H 1.410 2.455 4.116
H 1.651 2.808 2.545
H 0.307 4.378 4.859
H -1.749 5.729 4.763
H -3.465 5.246 3.059
H -3.124 3.405 1.459
H -3.404 1.020 2.371
H -5.557 0.144 1.566
H -5.859 -0.402 -0.820
H -3.979 -0.105 -2.399
H -1.826 0.762 -1.600
H 1.836 2.168 0.405
H 2.912 3.727 -1.173
H 1.546 4.967 -2.808
H -0.904 4.715 -2.800
H -1.999 3.241 -1.169
C -0.826 -0.074 -7.492
C -0.449 -0.222 -6.053
C 0.651 0.431 -5.520
C 1.036 0.259 -4.200
C 2.246 0.974 -3.686
C 0.293 -0.586 -3.375
Te 1.114 -0.870 -1.382
C -0.837 -1.227 -3.882
C -1.673 -2.157 -3.052
C -1.186 -1.041 -5.213
H -0.194 0.659 -7.983
H -1.864 0.236 -7.591
H -0.714 -1.026 -8.008
H 1.235 1.076 -6.159
H 2.649 1.650 -4.434
H 3.026 0.260 -3.414
H 1.995 1.554 -2.798
H -1.763 -1.799 -2.027
H -1.224 -3.153 -3.048
H -2.673 -2.259 -3.473
H -2.044 -1.567 -5.608


91
Properties=species:S:1:pos:R:3 method="wB97M-V/def2-TZVPD" total_charge=+4 de_lowest_kcal_mol=31.5 lumo_ev=-13.63 homo_ev=-18.50
Sn 0.234 0.413 0.019
C 2.458 2.679 1.490
C 1.613 2.433 2.741
C 0.320 3.235 2.661
C 1.379 0.941 3.032
C 1.017 0.704 4.499
O -0.094 -0.228 4.440
C -0.453 -0.400 3.190
N 0.257 0.252 2.308
C -1.527 -1.396 3.012
C -2.187 -1.797 4.177
C -3.083 -2.855 4.175
C -3.327 -3.551 3.003
C -2.709 -3.147 1.826
C -1.827 -2.070 1.815
P -1.266 -1.697 0.140
C -0.407 -3.157 -0.430
C -0.687 -3.840 -1.614
C 0.037 -4.983 -1.927
C 1.042 -5.431 -1.082
C 1.317 -4.753 0.103
C 0.609 -3.610 0.423
C -2.744 -1.230 -0.762
C -2.836 -1.334 -2.156
C -4.031 -1.038 -2.791
C -5.119 -0.586 -2.055
C -5.006 -0.399 -0.682
C -3.821 -0.705 -0.035
H 2.829 3.704 1.484
H 1.871 2.556 0.566
H 3.317 2.003 1.444
H 2.196 2.796 3.593
H -0.232 2.953 1.765
H 0.537 4.300 2.590
H -0.325 3.085 3.530
H 2.288 0.394 2.763
H 0.679 1.605 5.007
H 1.810 0.247 5.082
H -1.982 -1.283 5.105
H -3.571 -3.144 5.096
H -3.997 -4.400 2.992
H -2.912 -3.685 0.907
H -1.487 -3.526 -2.268
H -0.194 -5.532 -2.830
H 1.610 -6.314 -1.343
H 2.081 -5.126 0.773
H 0.822 -3.077 1.344
H -1.988 -1.652 -2.745
H -4.117 -1.161 -3.863
H -6.058 -0.375 -2.551
H -5.847 -0.022 -0.115
H -3.748 -0.571 1.037
S -3.219 4.540 -5.465
N -2.236 3.281 -5.620
C -1.989 2.834 -4.401
C -1.147 1.704 -4.060
C -0.509 0.883 -4.997
C 0.273 -0.167 -4.553
C 0.428 -0.354 -3.183
N -0.186 0.423 -2.288
C -0.980 1.417 -2.709
C -1.687 2.150 -1.675
N -1.524 1.739 -0.393
C -2.243 2.320 0.576
C -3.106 3.375 0.329
C -3.225 3.853 -0.960
C -2.531 3.209 -1.992
C -2.653 3.573 -3.391
N -3.386 4.564 -3.868
H -0.641 1.082 -6.054
H 0.765 -0.833 -5.248
H 1.052 -1.148 -2.792
H -2.118 1.927 1.577
H -3.654 3.820 1.149
H -3.844 4.712 -1.194
C 4.970 -1.483 1.894
N 5.345 -0.373 1.005
C 6.470 0.358 1.138
C 6.503 1.258 0.095
N 5.398 1.052 -0.649
C 5.086 1.778 -1.891
C 4.660 0.051 -0.094
Se 3.055 -0.591 -0.724
H 5.876 -1.961 2.257
H 4.375 -2.205 1.346
H 4.409 -1.105 2.746
H 7.178 0.207 1.938
H 7.241 2.006 -0.146
H 6.000 2.227 -2.268
H 4.360 2.564 -1.693
H 4.692 1.089 -2.630


96
Properties=species:S:1:pos:R:3 method="wB97M-V/def2-TZVPD" de_lowest_kcal_mol=0.0 lumo_ev=0.19 homo_ev=-7.27
Rb 0.455 -0.032 0.814
C -1.075 -3.561 3.018
N -1.599 -2.664 2.024
C -3.041 -2.803 1.883
C -3.592 -1.928 0.817
N -2.929 -1.380 -0.150
C -3.885 -0.646 -0.868
C -3.717 0.174 -1.983
C -4.826 0.804 -2.465
C -6.097 0.637 -1.891
C -6.292 -0.158 -0.787
C -5.149 -0.781 -0.282
N -4.926 -1.621 0.801
C 0.385 -3.360 3.183
N 1.124 -2.573 2.461
C 2.407 -2.690 2.999
C 3.594 -2.107 2.594
C 4.715 -2.440 3.306
C 4.674 -3.307 4.396
C 3.513 -3.911 4.816
C 2.387 -3.598 4.081
N 1.071 -4.006 4.165
H -1.238 -4.604 2.705
H -1.550 -3.436 4.015
H -1.353 -1.711 2.265
H -3.563 -2.522 2.832
H -3.249 -3.855 1.661
H -2.749 0.313 -2.432
H -4.723 1.400 -3.368
H -6.953 1.127 -2.334
H -7.254 -0.270 -0.314
H -5.604 -1.927 1.478
H 3.619 -1.461 1.729
H 5.655 -2.008 3.000
H 5.597 -3.548 4.909
H 3.508 -4.604 5.640
H 0.682 -4.605 4.877
C -5.711 2.119 3.648
C -4.636 2.310 2.609
C -4.529 3.504 1.908
C -3.542 3.650 0.966
C -2.723 2.548 0.722
Br -1.344 2.725 -0.598
N -2.798 1.403 1.352
C -3.744 1.279 2.299
H -6.318 3.016 3.785
H -5.278 1.866 4.622
H -6.384 1.299 3.358
H -5.232 4.306 2.117
H -3.363 4.556 0.407
H -3.751 0.337 2.838
O 0.777 -1.178 -1.598
S 0.732 -2.061 -2.785
C 2.483 -2.214 -3.300
C 3.218 -0.992 -3.863
C 3.431 0.183 -2.890
C 4.530 -0.072 -1.864
S 4.484 0.863 -0.317
O 3.222 0.450 0.328
C 4.221 2.492 -1.023
C 5.296 3.169 -1.569
C 5.091 4.408 -2.162
C 3.821 4.950 -2.186
C 2.763 4.272 -1.598
C 2.949 3.046 -1.001
C 0.105 -1.028 -4.081
C -0.259 0.274 -3.795
C -0.744 1.100 -4.795
C -0.857 0.627 -6.089
C -0.502 -0.678 -6.368
C -0.018 -1.516 -5.377
H 2.495 -3.068 -3.987
H 2.949 -2.540 -2.368
H 2.691 -0.624 -4.763
H 4.194 -1.338 -4.208
H 2.500 0.432 -2.381
H 3.677 1.069 -3.466
H 5.509 0.096 -2.313
H 4.505 -1.102 -1.506
H 6.279 2.720 -1.519
H 5.942 4.956 -2.563
H 3.635 5.910 -2.642
H 1.786 4.748 -1.547
H 2.149 2.557 -0.471
H -0.216 0.614 -2.761
H -1.075 2.105 -4.573
H -1.267 1.263 -6.861
H -0.606 -1.047 -7.386
H 0.287 -2.532 -5.588
O -0.580 0.925 3.436
N 0.339 0.520 4.175
C 1.578 1.062 3.994
C 1.899 2.063 3.037
N 2.065 2.883 2.244
C 2.565 0.659 4.948
N 3.288 0.318 5.770


93
Properties=species:S:1:pos:R:3 method="wB97M-V/def2-TZVPD" total_charge=-2 spin_multiplicity=2 de_lowest_kcal_mol=534.8 lumo_ev="3.60 / 3.60" homo_ev="2.05 / -1.47"
Ag -0.696 1.397 -0.909
N -2.802 -1.054 -3.275
C -3.123 0.266 -2.589
C -3.755 0.007 -1.201
C -3.548 -1.300 -0.424
N -4.631 -2.311 -0.804
H -2.761 -0.916 -4.298
H -2.019 -1.501 -2.976
H -3.732 1.065 -3.004
H -2.248 0.933 -2.473
H -4.878 -0.068 -1.722
H -3.772 0.749 -0.371
H -3.600 -0.913 0.563
H -2.749 -1.311 -1.075
H -4.116 -3.275 -0.307
H -4.452 -2.694 -1.886
O 1.610 2.259 0.241
N 2.041 3.066 -0.629
C 2.775 4.197 -0.197
C 3.565 4.961 -0.925
C 3.177 5.019 -2.297
C 2.627 3.750 -2.761
C 1.831 2.778 -1.837
S 0.968 1.526 -2.752
H 2.630 3.963 0.913
H 3.987 5.701 -0.365
H 3.771 5.725 -2.852
H 2.237 3.191 -3.707
O -0.051 -1.921 -1.770
P 1.270 -2.436 -2.049
C 1.317 -4.262 -1.085
C 0.093 -4.418 -0.487
C -0.049 -5.588 0.168
C 1.069 -6.572 0.184
C 2.145 -6.320 -0.429
C 2.481 -4.908 -1.181
C 2.764 -1.541 -1.375
C 3.813 -1.953 -2.102
C 5.247 -1.592 -1.533
C 5.360 -0.833 -0.386
C 3.990 -0.228 0.094
C 2.827 -0.716 -0.271
C 1.466 -2.735 -3.821
C 1.570 -1.542 -4.602
C 1.863 -1.770 -5.966
C 1.969 -3.001 -6.417
C 1.601 -4.205 -5.783
C 1.325 -3.994 -4.302
H -0.647 -3.436 -0.286
H -0.828 -6.164 0.777
H 1.030 -7.392 0.775
H 3.152 -7.071 -0.305
H 3.412 -4.912 -1.766
H 4.179 -2.325 -3.080
H 6.193 -2.130 -1.593
H 6.309 -0.739 0.230
H 4.226 0.794 0.995
H 1.950 -0.500 0.391
H 1.578 -0.472 -4.243
H 2.164 -1.140 -6.733
H 2.595 -3.034 -7.606
H 1.661 -5.124 -6.253
H 0.677 -4.858 -3.575
O -2.753 4.166 0.089
C -2.555 3.316 0.979
N -2.799 3.499 2.328
C -2.236 2.472 3.167
C -1.850 1.519 2.122
O -1.417 0.385 2.275
N -1.987 2.050 0.808
C -0.830 3.006 3.801
C 0.281 2.784 3.109
C 1.622 3.275 3.706
C 1.438 4.087 4.748
C 0.237 4.447 5.438
C -0.987 3.876 4.818
C -3.218 1.848 4.220
C -4.300 2.412 4.431
C -5.314 1.729 5.394
C -4.892 0.573 5.928
C -3.580 -0.063 5.528
C -2.653 0.712 4.779
H -2.711 4.391 2.571
H 0.531 2.078 2.330
H 2.597 3.307 2.999
H 2.353 4.408 5.219
H 0.249 4.887 6.353
H -1.950 3.870 5.320
H -4.674 3.309 3.700
H -6.177 2.485 5.586
H -5.306 -0.131 6.530
H -3.446 -0.851 6.307
H -1.731 -0.020 4.720